1.
DFT (ωB97M-V/def2-TZVPD) results for a 8-piece molecular cluster, H16O8 overall in a non-equilibrium geometry.

The geometry in XYZ format:
```
24
Properties=species:S:1:pos:R:3:forces:R:3
H -0.43527 -0.51467 0.09928 0.1 0.1 0.0
H 0.00046 2.83158 3.36346 -0.9 -1.3 -0.7
O -0.46836 2.00087 3.05720 1.1 1.5 0.9
H 0.60780 2.37878 -3.07334 2.2 -0.5 1.3
O 2.06073 -0.41723 -1.77157 -3.6 -3.0 0.0
H 2.58668 1.39447 4.29682 1.0 1.6 0.8
H -2.23237 -4.23626 1.42039 -0.4 0.2 0.1
O 2.70373 0.49358 4.05674 -1.8 -0.5 -0.7
O -2.46332 2.67842 -1.44139 -0.7 -1.4 0.4
H 2.96753 -0.33159 -1.67281 2.8 0.2 0.3
O 1.49742 2.26820 -2.57940 -2.6 0.1 -1.3
O 0.15338 -0.20839 0.79609 0.2 -0.2 0.0
H -0.50972 1.49064 3.87420 -0.2 -0.1 -0.1
H 1.85770 -1.41924 -1.68504 0.8 2.6 -0.1
O -0.89030 -2.78101 -3.74839 0.2 1.4 -0.8
H 1.98426 3.01304 -2.91981 0.5 0.5 -0.1
H -0.71313 -3.45491 -3.09003 0.7 0.4 0.1
H 0.98487 -0.00877 0.34241 -0.2 0.0 -0.1
H -2.82243 1.76394 -1.25088 0.8 1.6 -0.5
H -0.22470 -2.03898 -3.80887 -0.9 -1.8 0.7
H 1.77133 0.44779 3.73469 0.8 -1.1 -0.2
H -2.02866 2.64483 -2.29955 -0.2 -0.2 0.1
H -3.61993 -3.70720 2.07605 2.8 -1.8 0.2
O -2.76774 -4.28788 2.22376 -2.4 1.5 -0.3
```
Forces are in eV/Å.

Results
HOMO level = -10.982 eV
LUMO level = -0.042 eV
electronic energy = -611.4404 Ha
total charge = 0



2.
DFT (ωB97M-V/def2-TZVPD) results for a 8-piece molecular cluster, H16O8 overall.

The geometry in XYZ format:
```
24
Properties=species:S:1:pos:R:3:forces:R:3
H -1.66741 -1.11248 4.13054 0.0 0.1 0.0
H -0.27959 -0.01338 -0.39332 0.0 0.3 -0.1
O 1.06665 2.18928 -1.06655 -0.1 0.1 -0.4
O -3.56592 -2.39924 1.13243 0.0 -0.1 0.1
H -2.10558 0.63413 0.13526 -0.1 0.1 0.1
H -3.99952 -3.25834 1.07827 0.0 0.1 0.0
O 0.35801 -0.33061 0.25616 0.2 -0.3 0.0
H -2.74237 1.52440 -0.91923 0.1 -0.1 -0.1
H 1.59422 1.39185 -1.18803 0.1 0.3 0.0
H 3.49055 3.10176 0.52003 0.0 -0.1 0.1
H 3.19210 -0.77556 -0.66844 0.2 -0.1 0.0
H 3.47423 -2.17506 -1.18983 -0.1 0.0 -0.1
H -1.71093 -0.25489 5.38460 0.0 0.1 -0.1
O -1.84010 -0.21289 4.43038 0.0 -0.2 0.1
H 0.04768 -0.69429 -3.37200 0.0 0.0 -0.1
H -2.88622 -2.52158 1.80475 0.0 0.1 -0.1
O -1.88645 1.21484 -0.60212 -0.2 -0.1 0.1
H -0.77917 -1.88115 -3.83860 0.0 0.1 0.0
H 2.05506 2.82533 0.93594 -0.1 -0.2 -0.2
O -0.47924 -1.00804 -4.11557 0.0 -0.1 0.1
H 1.36312 2.77622 -1.77126 -0.1 0.0 0.0
O 2.93383 2.42949 0.92883 0.4 0.1 0.2
H 1.21423 -0.13934 -0.14297 -0.3 -0.2 0.3
O 3.15283 -1.31043 -1.46929 0.0 0.1 0.1
```
Forces are in eV/Å.

Results
HOMO level = -10.830 eV
LUMO level = 0.350 eV
electronic energy = -611.4733 Ha
total charge = 0



3.
DFT (ωB97M-V/def2-TZVPD) results for a 8-piece molecular cluster, H16O8 overall.

The geometry in XYZ format:
```
24
Properties=species:S:1:pos:R:3:forces:R:3
H 5.07530 -9.21633 -3.42679 -0.2 -0.5 0.1
H 6.44390 -8.57067 -3.38292 0.5 0.4 0.0
O 5.75295 -8.83976 -3.98822 0.2 0.3 -0.1
O 8.92527 -9.73872 -2.75143 0.1 0.0 0.0
H 8.20356 -7.19515 -1.84685 0.1 0.1 0.2
O 3.73094 -11.57968 -5.26774 0.1 -0.4 0.1
H 4.50497 -11.46310 -2.77298 0.1 -0.3 -0.4
H 9.16144 -9.28941 -4.73118 -0.1 -0.1 0.3
H 2.64559 -7.31801 -1.20996 0.0 0.2 0.2
H 8.33510 -10.28136 -2.22849 -0.2 -0.3 0.0
H 3.83496 -10.55357 -1.76515 -0.3 0.1 0.3
O 8.88904 -9.52426 -5.61824 0.3 0.1 -0.5
O 7.49678 -7.04363 -2.47433 -0.2 -0.1 0.2
H 7.79953 -6.30548 -3.00321 0.0 0.2 -0.3
O 2.39942 -7.80480 -1.99650 -0.2 -0.1 0.0
H 9.21427 -9.05133 -2.15126 0.2 0.1 0.1
H 2.88943 -11.91894 -5.57269 -0.2 -0.1 -0.2
O 4.22692 -10.55712 -2.63841 -0.3 0.2 0.5
H 3.21010 -8.22671 -2.28116 0.2 0.0 -0.2
O 4.78774 -8.75399 -6.46988 -0.4 -0.1 -0.7
H 5.21549 -8.58619 -5.63017 0.4 0.0 0.5
H 4.15563 -8.04136 -6.56387 -0.1 0.2 -0.1
H 8.01933 -9.90864 -5.50837 -0.3 0.0 0.0
H 3.51236 -10.76166 -4.82133 0.0 0.4 0.0
```
Forces are in eV/Å.

Results
HOMO level = -10.212 eV
LUMO level = -0.254 eV
electronic energy = -611.4934 Ha
total charge = 0



4.
DFT (ωB97M-V/def2-TZVPD) results for a 8-piece molecular cluster, H16O8 overall in a non-equilibrium geometry.

The geometry in XYZ format:
```
24
Properties=species:S:1:pos:R:3:forces:R:3
O -2.86424 0.87485 -2.48084 -1.4 3.8 2.1
O 0.67241 -0.46562 0.22950 -0.7 0.6 2.1
H 1.98472 2.50763 -0.42033 -0.7 -1.6 1.5
H -3.15770 1.65308 -3.01080 0.4 -1.1 0.5
O 0.62504 2.51068 -3.02472 0.0 -0.6 1.1
H -3.39094 1.37523 1.00111 -1.1 0.0 -0.8
H 2.02573 3.78623 -1.02015 0.6 0.3 -0.4
H -0.23951 0.04846 5.60511 0.1 -0.2 0.1
H -0.16895 1.95733 -2.91586 0.4 0.3 0.0
H 0.35490 -0.63278 1.16629 0.6 0.4 -1.7
O -2.58215 1.27339 1.46560 1.8 -1.8 0.6
H 1.17600 2.35035 -2.20938 -0.6 0.2 -1.4
H -2.58813 0.22852 -3.04442 1.1 -2.7 -2.6
H 0.60721 -1.15793 5.22578 0.2 -0.2 -0.2
H 2.21264 -3.01788 0.87131 0.2 -0.7 1.4
O -0.27050 -3.70186 -1.07305 1.3 -0.4 -2.8
H -2.29643 0.32271 1.32416 -0.7 1.8 0.1
H 0.07082 -0.98644 -0.29869 -0.2 -0.2 -0.4
H 0.25392 -3.88233 -1.95413 -1.6 0.4 2.6
H 2.45672 -1.63389 0.22378 -0.3 -0.4 0.1
O 0.08338 -0.80047 5.93990 -0.3 0.4 0.1
H 0.29268 -3.03127 -0.67219 0.4 -0.1 0.2
O 2.55623 2.97328 -0.99154 0.0 1.3 -0.7
O 2.18615 -2.55126 0.06357 0.3 0.5 -1.6
```
Forces are in eV/Å.

Results
HOMO level = -11.094 eV
LUMO level = -0.300 eV
electronic energy = -611.4631 Ha
total charge = 0



- Which formula does entry 2 have?
  H16O8